{"formula": "C4H7NO2", "method": "the ωB97M-V functional and the def2-TZVPD basis", "smiles": "O=C1CNC[C@@H]1O", "elements": ["O", "C", "C", "N", "C", "C", "O", "H", "H", "H", "H", "H", "H", "H"], "coordinates": [[0.390, -2.281, 0.319], [0.015, -1.136, 0.228], [-1.299, -0.637, -0.333], [-1.257, 0.801, -0.112], [0.136, 1.260, 0.012], [0.903, 0.063, 0.566], [2.152, -0.090, -0.061], [-1.331, -0.952, -1.390], [-2.147, -1.108, 0.178], [-1.747, 1.311, -0.836], [0.174, 2.125, 0.682], [0.605, 1.546, -0.941], [1.014, 0.124, 1.659], [2.391, -1.025, 0.031]], "forces_ev_per_angstrom": [[-0.19, 0.48, -0.08], [0.07, -0.35, 0.00], [0.00, -0.21, 0.00], [-0.09, 0.09, -0.10], [0.19, 0.09, 0.01], [-0.27, 0.10, 0.09], [0.23, -0.20, 0.03], [0.02, 0.09, 0.15], [0.13, 0.03, -0.08], [0.00, -0.03, 0.17], [0.04, -0.12, -0.14], [-0.10, -0.10, 0.07], [-0.07, -0.02, -0.12], [0.05, 0.16, -0.01]], "nbo_charge": [-0.53, 0.59, -0.34, -0.62, -0.24, -0.02, -0.70, 0.21, 0.22, 0.37, 0.20, 0.19, 0.19, 0.48]}

{"formula": "C4H7NO2", "method": "the ωB97M-V functional and the def2-TZVPD basis", "smiles": "O=C[C@]1(CO)CN1", "elements": ["O", "C", "C", "C", "O", "C", "N", "H", "H", "H", "H", "H", "H", "H"], "coordinates": [[2.432, -0.032, 0.491], [1.506, 0.572, 0.000], [0.090, 0.102, 0.113], [-0.923, 0.642, -0.871], [-0.795, -0.006, -2.114], [-0.304, -0.393, 1.465], [-0.074, -1.328, 0.384], [1.663, 1.514, -0.560], [-0.763, 1.710, -1.054], [-1.931, 0.524, -0.452], [-0.863, -0.955, -1.928], [-1.337, -0.283, 1.786], [0.444, -0.329, 2.253], [0.854, -1.738, 0.487]], "forces_ev_per_angstrom": [[-0.35, 0.27, -0.25], [0.22, -0.22, 0.16], [0.03, 0.10, -0.15], [0.01, 0.23, 0.32], [-0.02, -0.23, -0.09], [-0.10, 0.05, 0.29], [0.10, -0.17, 0.01], [0.01, -0.07, 0.06], [0.01, -0.12, 0.05], [0.08, -0.02, -0.07], [0.03, 0.13, -0.08], [0.14, 0.00, -0.11], [-0.09, 0.02, -0.16], [-0.09, 0.04, 0.01]], "nbo_charge": [-0.53, 0.44, -0.10, -0.06, -0.71, -0.21, -0.58, 0.13, 0.19, 0.17, 0.48, 0.20, 0.21, 0.38]}

{"formula": "C4H7NO2", "method": "the ωB97M-V functional and the def2-TZVPD basis", "smiles": "O/C=C1/CN1.C=O", "elements": ["O", "C", "C", "C", "N", "H", "H", "H", "H", "H", "C", "O", "H", "H"], "coordinates": [[-0.606, 2.094, -0.498], [-1.259, 0.906, -0.524], [-0.928, -0.209, 0.108], [-1.100, -1.602, 0.459], [0.077, -0.807, 0.912], [0.290, 1.983, -0.119], [-2.152, 0.943, -1.140], [-0.847, -2.391, -0.246], [-1.857, -1.874, 1.194], [-0.003, -0.537, 1.892], [2.082, 0.345, -0.546], [2.038, 1.377, 0.087], [1.357, 0.118, -1.347], [2.866, -0.409, -0.369]], "forces_ev_per_angstrom": [[0.18, -0.02, 0.12], [-0.18, -0.30, 0.01], [-0.06, 0.19, -0.15], [-0.25, -0.21, -0.08], [0.08, 0.13, 0.14], [-0.09, 0.04, -0.09], [0.09, -0.06, 0.12], [-0.08, 0.15, 0.09], [0.15, 0.09, -0.09], [0.04, -0.03, -0.13], [0.05, 0.34, 0.25], [0.04, -0.47, -0.30], [0.04, 0.05, 0.11], [-0.02, 0.11, 0.02]], "nbo_charge": [-0.69, 0.11, -0.02, -0.25, -0.61, 0.50, 0.19, 0.20, 0.20, 0.37, 0.31, -0.56, 0.13, 0.12]}

{"formula": "C4H7NO2", "method": "the ωB97M-V functional and the def2-TZVPD basis", "elements": ["C", "C", "C", "N", "C", "O", "O", "H", "H", "H", "H", "H", "H", "H"], "coordinates": [[-1.884, -0.606, -0.207], [-0.393, -0.297, -0.233], [0.069, 1.133, -0.046], [1.226, 1.331, 0.440], [2.649, -0.428, -0.461], [3.254, -0.696, 0.463], [0.270, -1.206, 0.625], [-2.296, -0.496, 0.801], [-1.987, -1.660, -0.483], [-2.472, -0.010, -0.914], [-0.018, -0.521, -1.248], [0.518, -0.746, 1.440], [-0.530, 1.927, -0.509], [1.592, 2.276, 0.333]], "forces_ev_per_angstrom": [[-0.08, 0.02, 0.01], [-0.13, -0.17, 0.00], [0.53, 0.06, -0.21], [-0.65, 0.17, 0.16], [1.03, -0.65, 0.65], [-0.31, 0.11, -0.91], [0.00, 0.17, 0.26], [0.06, 0.12, -0.12], [-0.07, 0.19, 0.03], [0.15, 0.01, 0.11], [-0.07, 0.01, 0.07], [0.06, -0.02, -0.24], [-0.06, -0.15, 0.01], [-0.46, 0.12, 0.19]], "nbo_charge": [-0.62, 0.02, 0.13, -0.64, 0.50, -0.53, -0.71, 0.21, 0.23, 0.21, 0.20, 0.48, 0.16, 0.36]}

{"formula": "C4H7NO2", "method": "the ωB97M-V functional and the def2-TZVPD basis", "smiles": "[H]/N=C(\\C)OCC=O", "elements": ["H", "N", "C", "C", "O", "C", "C", "O", "H", "H", "H", "H", "H", "H"], "coordinates": [[-0.420, -1.294, 1.707], [-0.284, -0.698, 0.950], [0.040, 0.469, 0.657], [0.522, 1.669, 1.436], [-0.042, 0.725, -0.685], [-0.650, -0.365, -1.382], [0.213, -1.621, -1.390], [-0.215, -2.717, -1.649], [0.071, 2.591, 1.055], [0.266, 1.558, 2.491], [1.611, 1.770, 1.345], [-1.613, -0.629, -0.929], [-0.794, -0.005, -2.401], [1.295, -1.452, -1.205]], "forces_ev_per_angstrom": [[0.26, 0.09, 1.94], [-0.07, -0.08, -1.10], [-0.02, -0.27, -0.02], [-0.09, -0.13, 0.07], [0.00, 0.27, -0.12], [-0.09, 0.03, -0.27], [-0.11, -0.06, -0.07], [0.08, 0.42, 0.04], [0.05, -0.24, -0.02], [0.08, -0.05, -0.12], [-0.23, -0.10, -0.03], [0.17, 0.11, -0.27], [0.08, -0.01, -0.05], [-0.11, 0.03, 0.02]], "nbo_charge": [0.40, -0.77, 0.60, -0.69, -0.51, -0.18, 0.44, -0.54, 0.24, 0.23, 0.24, 0.22, 0.21, 0.11]}

{"formula": "C4H7NO2", "method": "the ωB97M-V functional and the def2-TZVPD basis", "elements": ["O", "C", "C", "O", "C", "N", "C", "H", "H", "H", "H", "H", "H", "H"], "coordinates": [[1.268, 0.245, -1.719], [0.449, -0.454, -0.792], [1.029, -0.388, 0.628], [0.551, 0.752, 1.336], [-1.618, -0.074, 1.516], [-1.647, 0.088, 0.303], [-0.984, 0.043, -0.809], [0.885, 1.117, -1.864], [0.467, -1.500, -1.131], [0.757, -1.285, 1.198], [2.117, -0.309, 0.581], [-1.620, 0.658, 2.311], [-1.514, 0.102, -1.752], [0.187, 1.332, 0.646]], "forces_ev_per_angstrom": [[-0.13, 0.27, -0.14], [-0.08, -0.14, 0.24], [0.17, -0.12, -0.03], [0.67, 0.46, -0.05], [-1.03, -0.45, -0.47], [0.37, -0.11, 0.43], [-0.22, -0.30, -0.01], [0.09, -0.01, -0.02], [0.04, 0.12, 0.10], [-0.02, 0.19, -0.09], [0.03, -0.28, -0.22], [-0.06, 0.26, -0.30], [-0.05, -0.01, 0.08], [0.22, 0.15, 0.48]], "nbo_charge": [-0.71, 0.03, -0.10, -0.71, 0.08, -0.32, -0.18, 0.47, 0.19, 0.19, 0.20, 0.21, 0.21, 0.46]}

{"formula": "C4H7NO2", "method": "the ωB97M-V functional and the def2-TZVPD basis", "smiles": "O=C1C=NC[C@@H]1O.[H][H]", "elements": ["O", "C", "C", "N", "C", "C", "O", "H", "H", "H", "H", "H", "H", "H"], "coordinates": [[0.687, -2.206, 0.642], [0.144, -1.131, 0.554], [-1.072, -0.752, -0.230], [-1.205, 0.504, -0.372], [-0.186, 1.221, 0.410], [0.683, 0.179, 1.126], [2.059, 0.297, 0.862], [-1.750, -1.461, -0.698], [0.404, 1.885, -0.228], [-0.777, 1.852, 1.077], [0.480, 0.189, 2.208], [2.427, -0.597, 0.951], [-0.676, -0.019, -3.403], [-1.217, 0.038, -2.899]], "forces_ev_per_angstrom": [[-0.27, 0.46, -0.04], [0.15, -0.32, 0.08], [-0.09, 0.18, -0.11], [0.05, -0.45, 0.06], [-0.04, 0.11, 0.11], [-0.31, 0.04, 0.02], [0.06, -0.12, 0.01], [0.13, 0.01, 0.00], [-0.05, -0.19, -0.03], [0.31, 0.07, 0.16], [0.04, -0.02, -0.10], [0.02, 0.22, -0.02], [-0.02, -0.03, -0.06], [0.03, 0.04, -0.08]], "nbo_charge": [-0.51, 0.50, -0.03, -0.29, -0.28, -0.03, -0.69, 0.21, 0.23, 0.22, 0.19, 0.48, -0.01, 0.00]}

{"formula": "C4H7NO2", "method": "the ωB97M-V functional and the def2-TZVPD basis", "smiles": "O=C[C@@H]1NC[C@@H]1O", "elements": ["O", "C", "C", "N", "C", "C", "O", "H", "H", "H", "H", "H", "H", "H"], "coordinates": [[-2.394, -0.074, -0.700], [-1.665, 0.680, -0.103], [-0.195, 0.828, -0.422], [0.338, -0.081, -1.438], [1.064, -0.864, -0.416], [0.691, 0.182, 0.665], [-0.081, -0.343, 1.728], [-2.037, 1.334, 0.711], [0.009, 1.886, -0.638], [-0.411, -0.605, -1.880], [0.581, -1.819, -0.155], [2.119, -1.045, -0.664], [1.469, 0.834, 1.077], [0.513, -0.913, 2.233]], "forces_ev_per_angstrom": [[0.24, 0.25, 0.21], [-0.18, -0.07, -0.23], [-0.12, 0.13, 0.02], [-0.17, -0.08, -0.13], [0.15, -0.24, 0.18], [0.15, -0.01, 0.01], [0.18, -0.07, 0.14], [-0.01, -0.13, -0.11], [-0.07, -0.08, 0.15], [0.05, 0.06, -0.06], [0.16, 0.19, -0.12], [-0.23, 0.17, 0.18], [0.10, -0.16, -0.32], [-0.25, 0.04, 0.09]], "nbo_charge": [-0.53, 0.44, -0.18, -0.60, -0.25, 0.09, -0.72, 0.12, 0.21, 0.38, 0.19, 0.19, 0.18, 0.47]}

{"formula": "C4H7NO2", "method": "the ωB97M-V functional and the def2-TZVPD basis", "elements": ["C", "C", "C", "O", "C", "O", "N", "H", "H", "H", "H", "H", "H", "H"], "coordinates": [[-1.313, -1.084, 0.615], [-0.259, -0.422, -0.178], [-0.390, 1.072, -0.320], [-0.586, 1.557, 0.844], [1.032, -0.113, 0.521], [1.832, -0.242, 1.379], [1.491, 0.704, -0.829], [-1.441, -0.529, 1.545], [-2.247, -1.128, 0.048], [-1.021, -2.113, 0.840], [-0.108, -0.990, -1.110], [-0.837, 1.683, -1.106], [1.720, 0.151, -1.665], [2.125, 1.454, -0.584]], "forces_ev_per_angstrom": [[-0.79, -0.58, 0.69], [-0.52, -0.93, 0.44], [-3.36, 1.39, 2.46], [1.40, 0.14, -1.95], [3.45, -0.47, -3.41], [-1.63, -0.25, 0.26], [0.26, 0.64, 1.59], [-0.27, -0.19, -0.07], [-0.01, 0.09, 0.18], [-0.06, 0.09, 0.05], [0.52, 0.37, 0.22], [0.56, -0.56, -0.83], [0.03, 0.42, 0.75], [0.41, -0.17, -0.39]], "nbo_charge": [-0.62, -0.38, 0.37, -0.66, 0.79, -0.47, -0.90, 0.25, 0.22, 0.22, 0.23, 0.18, 0.40, 0.39]}

How do the records compare in Kohn-Sham gap? In the order shown, they have 10.22; 10.89; 9.27; 10.94; 10.42; 8.74; 9.70; 9.99; 10.02 eV.
How do the records compare in HOMO? In the order shown, they have -9.4; -10.2; -8.4; -10.1; -9.5; -8.1; -10.0; -9.3; -9.5 eV.
How do the records compare in energy relative to the best compared isomer or geometry (same formula, charge and spin)? In the order shown, they have 1.341; 2.187; 3.780; 2.040; 1.998; 4.568; 2.592; 2.306; 3.568 eV.